126
Properties=species:S:1:pos:R:3:forces:R:3 method="wB97M-V/def2-TZVPD" relative_energy_kj_mol=347.14 lumo_ev=-3.846 e_homo_ev=-10.8 total_charge=+1 homo_lumo_gap_ev=6.9 e_tot_ev=-140363.485
Ir 0.3647 -0.2926 0.3306 2.859 -2.375 3.457
O 2.7394 -1.5452 3.4016 -0.839 0.509 0.001
C 2.4639 -0.7844 2.4961 2.452 -0.877 -1.081
O 1.3662 -0.1410 2.2978 -3.232 0.685 -0.738
C 3.6234 -0.4073 1.4968 -1.117 0.032 0.999
C 3.3758 1.0005 0.9342 0.960 -0.019 0.544
C 4.6881 1.5339 0.3396 -0.350 0.087 -0.170
C 4.8057 0.6781 -0.9487 -0.399 0.213 -0.039
C 3.5304 -0.1754 -0.8602 1.067 -0.393 -0.285
O 2.5890 0.7252 -0.2442 -1.756 0.007 -0.004
C 3.7053 -1.2479 0.2201 -1.103 -1.013 -0.498
C 2.5620 -2.2946 -0.1085 1.961 1.160 -0.011
O 2.8410 -3.1056 -0.9716 -0.588 -0.267 0.321
O 1.4504 -2.1395 0.5209 -1.734 0.450 -0.590
H 4.5232 -0.4870 2.1019 0.142 0.122 -0.171
H 2.8482 1.6735 1.6040 -0.003 -0.062 -0.056
H 4.5974 2.5946 0.1046 0.066 -0.014 -0.008
H 5.5194 1.3997 1.0274 -0.014 -0.001 0.029
H 4.7769 1.3036 -1.8410 0.083 -0.007 0.010
H 5.6989 0.0593 -0.9792 -0.021 -0.036 -0.022
H 3.1530 -0.5524 -1.8021 -0.072 0.080 0.156
H 4.6224 -1.8230 0.1292 0.140 0.222 -0.107
Cl 2.5082 8.7982 7.6490 0.028 0.089 0.047
C 1.9097 7.4433 6.7671 -0.083 -0.151 -0.104
C 0.6173 6.9933 6.9787 -0.018 0.105 0.066
C 0.1653 5.8912 6.2759 0.058 0.133 -0.140
C 0.9695 5.2244 5.3574 0.170 -0.118 -0.028
C 0.4120 4.0103 4.6360 -0.094 0.241 -0.354
C 0.1132 4.3710 3.1712 0.106 -0.109 0.324
N -0.4760 3.2427 2.4681 -0.262 -0.078 0.184
C -1.6579 2.6187 2.7886 0.046 -0.095 -0.074
C -1.7332 1.5126 2.0038 0.010 0.232 -0.035
N -0.6195 1.4666 1.1895 0.505 -0.510 -0.746
C 0.1191 2.5126 1.5256 0.026 0.047 -0.423
O 1.2552 2.8902 4.6548 -0.114 -0.083 0.032
C 1.2181 2.2184 5.9186 0.016 -0.182 0.092
C -0.0867 1.5089 6.1647 0.072 0.256 -0.009
C -1.0929 1.9662 6.9656 -0.165 -0.288 -0.021
Cl -1.0934 3.3970 7.9152 -0.060 -0.186 0.164
S -2.4605 0.9137 6.9963 0.270 0.110 -0.095
C -1.6783 -0.1625 5.9050 -0.157 0.049 0.084
C -0.4427 0.2692 5.5578 -0.037 -0.041 -0.094
C 2.2618 5.7175 5.1462 -0.336 0.054 0.246
Cl 3.3433 4.9883 4.0060 0.125 -0.045 -0.116
C 2.7331 6.8161 5.8472 0.088 -0.012 -0.035
H -0.0219 7.4971 7.6896 0.007 0.006 0.015
H -0.8413 5.5331 6.4494 0.071 0.059 -0.059
H -0.5383 3.7344 5.1111 -0.039 0.186 -0.010
H 1.0326 4.6315 2.6536 0.008 0.091 -0.001
H -0.5699 5.2200 3.1600 0.000 -0.009 -0.125
H -2.3349 2.9961 3.5342 0.042 0.006 0.059
H -2.4979 0.7621 2.0024 0.016 -0.044 0.014
H 1.0559 2.7898 1.0717 0.027 -0.094 0.052
H 1.4105 2.9317 6.7261 0.079 -0.020 -0.029
H 2.0300 1.4937 5.8801 -0.004 0.040 0.019
H -2.1767 -1.0652 5.5914 0.013 -0.021 0.020
H 0.2090 -0.2696 4.8899 0.150 -0.066 -0.154
H 3.7369 7.1770 5.6747 0.004 0.000 0.007
O 0.5787 -1.0158 -1.8162 -0.204 0.985 1.167
P -0.3787 -1.6306 -2.8238 -0.970 -0.204 -0.339
C 0.5581 -2.0220 -4.3667 -0.317 0.128 0.357
C 1.2153 -0.7801 -4.9967 0.003 0.167 0.162
C 2.5381 -0.4130 -4.3276 0.026 -0.047 -0.088
C 3.5701 -1.5591 -4.3793 -0.118 -0.048 -0.093
C 2.9158 -2.8633 -4.8351 0.002 0.121 0.183
C 1.6230 -3.1001 -4.0554 0.183 -0.073 -0.079
C -1.8327 -0.4623 -3.0367 0.243 -0.175 -0.018
C -2.5339 -0.4346 -4.4077 0.142 -0.048 -0.056
C -2.0462 0.6510 -5.3712 -0.106 0.019 0.054
C -1.8775 2.0107 -4.6975 0.249 -0.060 -0.092
C -0.9613 1.9036 -3.4810 -0.316 0.024 0.017
C -1.5732 0.9400 -2.4743 0.404 -0.004 0.082
C -1.2497 -3.0544 -2.0012 0.194 0.038 -0.251
C -0.4259 -4.2597 -1.5078 0.270 0.034 -0.106
C -0.3650 -5.4670 -2.4487 -0.226 -0.028 0.089
C -1.7066 -5.8156 -3.0911 0.169 0.088 -0.122
C -2.3191 -4.5722 -3.7296 -0.096 -0.153 0.230
C -2.5580 -3.5261 -2.6453 0.063 0.133 -0.249
H -0.1860 -2.4158 -5.0680 -0.018 -0.006 0.028
H 0.5492 0.0783 -4.9379 0.075 -0.090 -0.114
H 1.3762 -0.9864 -6.0566 -0.050 0.024 -0.016
H 2.3090 -0.1513 -3.2957 -0.002 0.127 -0.097
H 2.9420 0.4795 -4.8079 -0.034 0.045 0.041
H 3.9968 -1.7196 -3.3861 0.047 -0.023 -0.021
H 4.3942 -1.3070 -5.0480 0.010 0.023 0.030
H 3.5900 -3.7005 -4.6528 0.005 -0.008 -0.067
H 2.7119 -2.8320 -5.9084 0.029 -0.071 -0.016
H 1.8774 -3.0983 -2.9912 -0.033 -0.111 -0.048
H 1.2412 -4.0821 -4.3150 -0.088 0.000 0.047
H -2.5275 -0.9272 -2.3319 0.056 -0.042 -0.069
H -3.6028 -0.2776 -4.2289 -0.007 -0.033 0.002
H -2.4318 -1.4084 -4.8945 -0.172 -0.022 -0.008
H -2.7685 0.7333 -6.1852 0.053 -0.044 -0.054
H -1.0986 0.3507 -5.8194 -0.079 0.031 -0.067
H -2.8530 2.3951 -4.3820 -0.003 0.020 0.000
H -1.4653 2.7212 -5.4154 -0.071 0.043 -0.018
H -0.8366 2.8827 -3.0147 0.075 -0.007 -0.008
H 0.0297 1.5516 -3.7775 0.022 0.090 0.053
H -2.5318 1.3605 -2.1443 -0.050 -0.007 -0.035
H -0.9272 0.8634 -1.5899 -0.215 0.113 -0.154
H -1.4998 -2.4954 -1.0928 -0.003 0.056 -0.030
H -0.8929 -4.5849 -0.5716 -0.017 0.056 0.021
H 0.5857 -3.9419 -1.2477 -0.048 -0.032 0.108
H 0.0074 -6.3204 -1.8798 0.061 0.012 -0.020
H 0.3523 -5.2918 -3.2445 0.073 -0.014 -0.007
H -2.4034 -6.2107 -2.3448 -0.003 -0.013 0.014
H -1.5576 -6.5951 -3.8402 -0.052 -0.040 0.034
H -3.2612 -4.8196 -4.2225 0.031 0.039 -0.063
H -1.6350 -4.1765 -4.4881 -0.047 0.002 -0.073
H -3.1559 -3.9968 -1.8552 -0.050 0.057 0.012
H -3.1409 -2.6909 -3.0406 -0.053 -0.048 0.037
C -4.0365 -3.6294 1.4335 0.058 -0.079 0.065
N -4.0338 -2.3702 0.7240 0.070 0.087 0.206
C -5.2395 -1.8765 0.0653 -0.113 0.017 -0.060
C -4.8239 -0.4838 -0.4391 -0.049 -0.011 -0.099
N -3.4091 -0.4376 -0.0824 0.042 -0.127 0.202
C -3.0305 -1.4965 0.6537 -0.347 0.363 -0.629
S -1.5211 -1.7305 1.3770 1.928 0.728 -0.439
H -4.7412 -3.5924 2.2665 0.032 0.012 -0.003
H -3.0376 -3.8216 1.8168 -0.023 -0.081 -0.003
H -4.3309 -4.4376 0.7622 0.031 0.028 -0.018
H -6.0679 -1.8317 0.7744 0.031 -0.002 0.001
H -5.5260 -2.5517 -0.7440 0.056 0.014 0.002
H -5.3799 0.3108 0.0599 0.042 0.004 -0.022
H -4.9518 -0.3760 -1.5162 -0.022 -0.008 0.011
H -2.8521 0.3969 -0.1509 0.157 -0.021 -0.015